Entry from the Open Molecules 2025 dataset: an isolated molecule of C5H12N2O (the ωB97M-V functional and the def2-TZVPD basis).

Values from the calculation:
SMILES string: C/N=C(\C)N[C@H](C)O
E_HOMO: -6.92 eV
charge: 0
relative energy (zero: lowest compared OMol25 entry of this formula, charge and spin): 4.021 eV

Structure (XYZ):
```
20
Properties=species:S:1:pos:R:3:forces:R:3
C 1.544 -0.252 0.015 -1.9 -2.7 0.5
C -0.694 2.344 -0.063 -1.1 0.4 -1.4
C 2.185 -1.340 -0.810 0.3 0.3 0.0
C -2.493 -0.419 0.282 -0.2 -0.3 0.1
N -0.096 -0.944 0.273 1.6 2.3 -1.0
C -1.064 -0.059 -0.051 -0.6 0.7 -0.5
O 1.986 -0.103 1.297 0.2 -0.1 0.4
N -0.799 1.039 -0.656 1.5 -0.2 0.9
H 1.755 -0.910 1.780 0.2 0.2 0.0
H -0.382 -1.915 0.263 0.7 -0.3 0.0
H 1.631 0.716 -0.464 -1.1 -0.1 -0.1
H -1.643 2.873 -0.220 -0.1 0.4 0.6
H -0.417 2.351 0.999 0.0 -0.1 -0.2
H 0.015 2.924 -0.660 0.3 0.1 0.4
H 2.121 -2.306 -0.311 0.1 -0.1 0.0
H 1.683 -1.399 -1.773 0.0 0.0 0.0
H 3.234 -1.082 -0.979 0.0 -0.1 0.0
H -2.711 -1.441 -0.024 -0.1 -0.2 0.2
H -2.667 -0.304 1.353 0.0 -0.2 0.0
H -3.188 0.228 -0.252 0.2 0.1 0.0
```
Forces are in eV/Å.

Atomic partial charges in e from the Löwdin method, atoms 1 to 4: -0.296, -0.164, -0.060, -0.027

Entry from the Open Molecules 2025 dataset: a cluster of 2 separate species, C5H12N2O in total (the ωB97M-V functional and the def2-TZVPD basis).

Values from the calculation:
E_HOMO: -8.23 eV
charge: 0
relative energy (zero: lowest compared OMol25 entry of this formula, charge and spin): 11.199 eV

Structure (XYZ):
```
20
Properties=species:S:1:pos:R:3:forces:R:3
C -0.985 1.312 1.546 -0.4 0.7 1.0
N -0.677 2.211 0.680 -1.5 -2.3 -0.7
C 0.841 1.814 -1.264 -1.6 -1.5 0.1
C -0.325 1.191 -0.409 2.8 0.6 -1.7
C -0.023 -0.371 -0.232 -0.3 2.1 -0.6
N 0.401 -0.932 -1.405 0.2 -1.3 1.1
C 0.520 -2.343 -1.184 0.8 -0.5 -0.2
O 0.065 -2.161 1.961 -0.1 0.6 -0.9
H -0.227 0.726 2.084 -0.1 -0.9 -0.6
H -2.030 1.076 1.818 0.0 0.7 0.9
H 1.690 2.072 -0.641 -0.1 0.3 0.0
H 0.397 2.607 -1.860 0.4 0.4 0.2
H 1.086 0.995 -1.934 0.6 0.4 -0.4
H -1.185 1.064 -1.071 -0.4 0.8 0.3
H 0.857 -0.514 0.477 -0.4 -0.7 0.7
H -0.845 -1.000 0.152 0.3 -0.1 1.0
H -0.035 -1.893 2.885 0.3 -0.1 -0.1
H -0.431 -2.864 -1.362 -0.2 0.3 0.2
H 0.830 -2.559 -0.148 -0.4 0.0 0.2
H 1.229 -2.843 -1.846 -0.1 0.5 -0.4
```
Forces are in eV/Å.

Atomic partial charges in e from the Löwdin method, atoms 1 to 4: -0.063, 0.001, -0.054, -0.343

Entry from the Open Molecules 2025 dataset: an isolated molecule of C5H12N2O (the ωB97M-V functional and the def2-TZVPD basis).

Values from the calculation:
SMILES string: N/C=C/C[C@@H](N)CO
E_HOMO: -8.10 eV
charge: 0
relative energy (zero: lowest compared OMol25 entry of this formula, charge and spin): 2.087 eV

Structure (XYZ):
```
20
Properties=species:S:1:pos:R:3:forces:R:3
C -1.369 0.674 -0.106 -0.3 -0.1 1.2
O -2.225 1.735 0.336 -0.1 0.0 -0.1
C 0.089 1.077 -0.069 1.2 -0.4 -1.7
C 0.965 0.112 -0.915 -0.4 -0.1 -0.1
C 1.207 -1.294 -0.407 -0.6 0.8 -0.3
C 0.672 -1.800 0.700 0.6 -0.4 -0.1
N 0.672 -3.153 1.010 -0.4 -0.1 0.7
N 0.273 2.421 -0.646 -0.3 -0.1 0.3
H -1.510 -0.196 0.538 -0.2 -0.1 -0.1
H -1.743 0.404 -1.093 0.3 0.2 -0.2
H -1.992 1.988 1.237 0.0 -0.1 -0.1
H 0.571 1.023 0.908 -0.6 0.3 0.5
H 1.884 0.662 -1.141 0.2 -0.2 0.2
H 0.480 -0.012 -1.889 -0.1 0.2 -0.1
H 1.625 -1.958 -1.162 0.2 -0.1 0.3
H 0.184 -1.190 1.444 0.0 0.1 0.0
H 0.726 -3.383 2.001 0.1 -0.1 -0.7
H 1.165 -3.760 0.376 0.1 0.0 0.2
H -0.641 2.854 -0.708 0.0 0.2 0.1
H 0.595 2.336 -1.598 0.1 0.0 -0.2
```
Forces are in eV/Å.

Atomic partial charges in e from the Löwdin method, atoms 1 to 4: -0.220, -0.079, -0.397, -0.187

no.,E (eV)
1,-10404.4033
2,-10397.2248
3,-10406.3366